The following is a quantum chemistry calculation of a cluster of 9 separate species, C22H62O9 in total, from the Open Molecules 2025 dataset.

XYZ file:
```
93
Properties=species:S:1:pos:R:3:mulliken_charge:R:1
C -1.158 -3.004 2.370 -0.410
C -0.045 -3.270 3.365 0.010
O -0.257 -4.410 4.170 -0.572
H -1.313 -3.848 1.699 0.221
H -1.056 -2.105 1.763 -0.155
H -2.090 -2.846 2.927 0.419
H 0.220 -2.401 3.975 0.268
H 0.847 -3.492 2.772 -0.047
H -1.093 -4.335 4.641 0.326
C -2.073 -3.442 -1.409 -0.693
C -0.765 -3.660 -2.149 -0.366
O 0.376 -3.479 -1.316 -0.451
H -2.145 -2.419 -1.027 -0.106
H -2.191 -4.119 -0.562 0.310
H -2.937 -3.540 -2.071 0.412
H -0.685 -2.963 -2.984 0.281
H -0.737 -4.674 -2.559 0.424
H 0.556 -4.293 -0.841 0.242
C 0.398 3.933 -3.368 -0.655
C -0.369 5.233 -3.455 -0.454
O -1.073 5.245 -4.704 -0.532
H 1.256 4.002 -4.038 0.240
H -0.180 3.043 -3.614 0.238
H 0.772 3.762 -2.355 0.206
H 0.317 6.080 -3.385 0.327
H -1.116 5.294 -2.657 0.308
H -1.644 6.019 -4.705 0.299
C 3.506 1.914 -4.722 -1.327
C 3.264 1.279 -3.361 0.522
O 2.676 -0.007 -3.536 -0.570
H 2.607 1.721 -5.312 0.316
H 4.344 1.422 -5.214 0.341
H 3.675 2.990 -4.693 0.329
H 2.570 1.861 -2.747 -0.222
H 4.217 1.090 -2.854 0.236
H 1.858 -0.099 -3.012 0.359
C -2.581 0.898 -2.421 0.541
C -3.878 1.103 -3.187 -0.578
O -3.801 0.566 -4.500 -0.531
H -2.708 0.972 -1.339 -0.268
H -1.900 1.687 -2.741 -0.273
H -2.189 -0.096 -2.637 0.111
H -4.175 2.144 -3.309 0.364
H -4.716 0.669 -2.623 0.261
H -3.824 -0.394 -4.454 0.296
C 1.477 -0.625 0.867 -0.590
C 0.515 -0.017 -0.169 1.828
C 0.495 1.492 -0.237 -1.070
O 0.977 -0.530 -1.433 0.257
H 1.165 -0.244 1.850 0.017
H 2.532 -0.471 0.672 0.097
H 1.330 -1.703 0.978 -0.043
H -0.496 -0.398 0.027 -0.958
H 1.451 1.906 -0.555 0.466
H 0.194 1.934 0.714 0.139
H -0.257 1.766 -0.980 -0.071
H 0.768 -1.475 -1.382 -0.220
C 3.898 -3.302 1.554 -0.865
C 4.935 -3.267 0.462 0.419
C 4.759 -2.056 -0.460 -0.960
O 6.240 -3.297 1.035 -0.557
H 3.915 -2.389 2.156 0.290
H 3.978 -4.154 2.229 0.447
H 2.898 -3.377 1.119 -0.051
H 4.762 -4.144 -0.180 0.136
H 3.884 -2.201 -1.105 0.213
H 5.572 -1.909 -1.172 0.442
H 4.564 -1.153 0.120 0.183
H 6.838 -3.451 0.295 0.347
C -0.872 3.414 4.678 -1.279
C -0.145 2.131 5.043 0.660
C 1.147 1.926 4.285 -0.790
O 0.199 2.170 6.439 -0.590
H -1.324 3.443 3.686 0.300
H -0.260 4.303 4.848 0.366
H -1.699 3.529 5.388 0.318
H -0.845 1.292 4.944 0.130
H 1.593 0.997 4.642 0.278
H 1.834 2.760 4.421 0.388
H 0.938 1.819 3.218 -0.040
H -0.481 1.758 6.973 0.329
C -2.812 0.257 2.252 -0.592
C -3.963 0.766 1.403 0.494
C -4.550 -0.346 0.532 -0.788
O -4.989 1.246 2.263 -0.580
H -2.573 0.955 3.056 0.221
H -1.947 0.071 1.618 -0.066
H -3.089 -0.665 2.766 0.307
H -3.564 1.543 0.740 0.040
H -3.782 -0.781 -0.118 -0.136
H -5.333 0.055 -0.115 0.374
H -4.937 -1.193 1.099 0.392
H -5.704 1.583 1.714 0.370
```

Total energy = -1552.4799 Ha
Max |F| = 1.712 eV Å⁻¹
Kohn-Sham gap = 9.79 eV
ΔE to the lowest compared entry with this formula, charge and spin = 111.10 kJ/mol
HOMO level = -0.347 Ha